(1)
DFT (ωB97M-V with the def2-TZVPD basis set) results for a cluster of 2 separate species, C6H16S in total in a non-equilibrium geometry.

Cartesian coordinates (Å):
H: -1.442 -2.287 -2.535
H: 1.443 2.110 -0.437
S: -0.982 -3.409 -1.969
C: 0.756 -2.449 0.068
H: 1.592 2.201 1.309
H: -0.308 1.922 2.785
C: 1.221 1.584 0.488
H: 1.301 -1.505 0.185
H: -0.479 1.593 -1.474
H: -1.915 1.867 1.996
C: -1.117 1.542 -0.597
C: -0.278 1.255 0.664
H: -1.835 0.746 -0.759
H: 1.831 0.685 0.537
H: 1.209 -3.250 0.649
H: 0.863 -1.919 -2.079
H: -0.220 -2.282 0.526
C: -0.850 2.067 1.843
H: -0.785 3.129 1.588
H: 1.345 -3.536 -1.753
H: -0.377 0.194 0.908
H: -1.630 2.497 -0.530
C: 0.660 -2.755 -1.413

**Relative energy (zero: lowest compared OMol25 entry of this formula, charge and spin)**: 10.49 kcal/mol
**Frontier orbital gap**: 9.92 eV
**SMILES**: CC(C)C.CCS
**Highest occupied orbital energy**: -9.051 eV

---

(2)
DFT (ωB97M-V with the def2-TZVPD basis set) results for a cluster of 2 separate species, C6H16S in total in a non-equilibrium geometry.

Cartesian coordinates (Å):
H: -3.178 0.817 -1.326
H: 0.364 -0.651 -1.695
H: 3.372 -0.721 -1.496
H: -1.021 2.444 -0.603
H: -2.264 2.584 0.746
C: -3.000 0.228 -0.423
H: -0.685 2.146 1.247
C: 2.418 -1.081 -1.062
H: -0.920 0.037 -0.360
H: 1.104 0.678 -0.803
C: -1.678 0.597 0.241
C: 1.297 -0.121 -1.504
S: 2.922 -0.744 0.704
H: 1.598 0.185 -2.510
H: 2.320 -2.068 -1.519
C: 1.920 -1.561 2.023
H: -1.686 0.247 1.291
H: 0.845 -1.399 1.904
H: -3.066 -0.851 -0.550
C: -1.342 2.108 0.381
H: -3.808 0.595 0.214
H: 2.197 -0.916 2.862
H: 2.291 -2.552 2.241

**Relative energy (zero: lowest compared OMol25 entry of this formula, charge and spin)**: 29.84 kcal/mol
**Frontier orbital gap**: 9.44 eV
**SMILES**: CCSC.CCC
**Highest occupied orbital energy**: -8.509 eV

---

(3)
DFT (ωB97M-V with the def2-TZVPD basis set) results for a cluster of 2 separate species, C6H16S2 in total in a non-equilibrium geometry.

Cartesian coordinates (Å):
C: -0.204 -0.346 3.053
H: -0.884 -1.849 -1.610
C: -1.374 0.934 1.222
H: 1.582 1.993 -0.541
H: -0.435 0.404 3.837
H: -0.175 -1.339 3.566
H: 3.167 1.327 -0.677
C: 2.175 1.408 -1.203
H: -1.534 1.746 1.956
H: -1.080 -1.826 -3.401
H: -0.442 1.219 0.712
C: -1.221 -0.402 1.932
H: 0.806 -0.191 2.621
H: 1.211 -0.399 -0.561
H: 2.228 2.047 -2.112
S: 0.184 0.090 -2.701
H: 0.538 -2.221 -2.744
H: -0.911 -1.150 1.182
C: 1.570 0.040 -1.522
S: -2.831 1.026 0.120
H: 2.303 -0.610 -1.996
H: -2.185 -0.684 2.347
C: -0.365 -1.633 -2.589
H: -2.122 0.414 -0.887

**Relative energy (zero: lowest compared OMol25 entry of this formula, charge and spin)**: 13.03 kcal/mol
**Frontier orbital gap**: 9.51 eV
**SMILES**: CCCS.CCSC
**Highest occupied orbital energy**: -8.635 eV

---

(4)
DFT (ωB97M-V with the def2-TZVPD basis set) results for a structure of composition C6H17B2FNO7Tl in a non-equilibrium geometry.

Cartesian coordinates (Å):
O: 3.135 -2.961 0.973
O: -3.656 2.974 -1.246
C: 1.138 3.213 -2.930
C: -2.884 1.079 -2.449
C: 2.897 -4.009 -1.065
H: -0.954 2.721 3.165
O: 1.923 -1.159 0.575
O: 1.663 2.419 -0.731
H: -2.402 1.725 3.454
H: 4.791 -3.931 0.066
H: -2.426 -0.626 1.518
C: 3.712 -3.995 0.208
F: 1.875 -4.868 -0.955
H: -1.141 -1.784 1.970
H: 2.020 2.912 -3.496
H: 3.602 -4.987 0.647
H: -1.674 -0.533 3.136
O: 2.357 -2.720 -1.036
N: -2.941 1.959 -1.236
C: 2.425 -2.170 0.129
H: -3.940 0.890 -2.641
Tl: 0.027 1.026 1.320
H: -1.605 2.333 4.854
B: -1.437 2.025 3.833
B: -1.963 -1.178 2.321
H: 3.322 -4.193 -2.052
C: 0.960 2.269 -1.728
H: -2.703 -1.801 2.797
H: 1.396 4.168 -2.471
O: -2.498 1.499 -0.208
O: 0.174 1.324 -1.678
H: -2.319 1.778 -3.067
H: -0.811 1.147 3.807
H: 0.257 3.277 -3.569
H: -2.320 0.176 -2.215

**Frontier orbital gap**: 3.43 eV
**Highest occupied orbital energy**: -9.337 eV

---

(5)
DFT (ωB97M-V with the def2-TZVPD basis set) results for a structure of composition C6H17ClNO3PSi2 in a non-equilibrium geometry.

Cartesian coordinates (Å):
H: -1.495 -0.625 1.097
H: 3.346 -2.454 1.378
H: -4.794 -0.029 2.611
H: -6.000 0.433 0.612
H: 2.252 1.619 -0.985
C: 2.221 0.713 -0.396
O: 5.075 -1.187 -0.227
C: 0.145 1.979 0.360
O: -1.360 -0.940 -2.683
C: -0.919 1.511 -0.629
C: 1.177 0.917 0.707
H: 2.014 -1.676 0.533
N: 3.584 0.459 0.078
H: 0.692 2.778 -0.125
H: 0.699 -0.005 1.000
Cl: -2.835 -3.006 -1.191
O: -3.452 0.955 0.666
H: -1.505 -1.516 -3.446
H: -1.539 2.370 -0.863
H: 3.769 0.912 0.963
H: -0.501 1.185 -1.570
H: -4.522 -1.431 0.676
H: 1.694 1.257 1.597
Si: -4.707 -0.045 1.137
H: 1.928 -0.109 -1.031
Si: -2.097 0.212 0.036
P: -2.737 -1.005 -1.771
C: 3.990 -0.900 0.077
H: 3.124 -2.774 -0.308
C: 3.032 -2.014 0.444
H: -0.278 2.414 1.253

**Frontier orbital gap**: 8.99 eV
**Highest occupied orbital energy**: -8.730 eV

---

(6)
DFT (ωB97M-V with the def2-TZVPD basis set) results for a structure of composition C6H17INO5PSSi2 in a non-equilibrium geometry.

Cartesian coordinates (Å):
H: 1.768 0.005 1.362
O: 3.880 -0.335 1.245
H: -1.262 3.272 1.153
H: -2.735 -1.808 -2.269
C: 2.317 -2.075 0.329
C: -4.726 0.322 0.193
H: 2.782 -0.477 -1.744
H: -4.060 1.017 -0.472
C: -3.824 -1.089 -0.269
N: 1.390 -2.726 1.331
C: 2.533 -0.443 0.602
H: 0.535 2.752 2.533
H: 3.945 -1.125 1.879
H: 3.343 -2.674 0.355
H: 3.628 0.940 -0.837
H: 1.665 -3.754 1.330
O: -0.265 0.818 -1.899
C: 2.621 0.298 -0.849
O: -5.347 -0.976 -0.604
H: 1.740 2.357 -2.381
O: 1.311 2.508 1.922
H: -3.445 -1.860 0.645
H: -4.585 0.067 1.327
I: -1.289 0.149 1.488
H: -3.148 0.092 -2.221
S: 1.696 4.746 -0.185
C: -2.712 -0.824 -1.638
O: -0.912 3.380 0.207
Si: -0.944 -0.431 -0.885
Si: 1.206 1.527 -1.266
H: 0.386 -2.757 0.977
H: -0.222 -1.712 -0.917
H: 1.903 -2.227 -0.780
P: 0.828 3.043 0.340

**Frontier orbital gap**: 8.58 eV
**Highest occupied orbital energy**: -8.931 eV

---

(7)
DFT (ωB97M-V with the def2-TZVPD basis set) results for the ion C6H17N2 with charge +1 in a non-equilibrium geometry.

Cartesian coordinates (Å):
H: -1.311 -1.999 -1.079
H: -1.200 -0.039 1.940
H: -2.787 -0.287 -2.212
H: 2.614 -2.126 -0.879
H: -2.228 -1.389 0.325
H: 0.558 0.075 1.944
N: -0.178 -0.429 0.024
H: 1.399 3.103 1.700
C: 0.793 -1.572 0.194
C: -0.351 0.322 1.323
H: -1.161 -0.203 -2.449
C: 1.716 -1.573 -1.059
H: 0.203 -2.569 0.082
H: 1.229 2.817 0.120
H: -0.818 2.079 0.225
H: 1.905 -0.603 -1.317
H: -1.713 0.989 -1.365
H: 1.320 -2.262 -1.822
H: -0.820 2.320 2.150
C: -1.845 0.001 -1.695
H: 1.349 -1.628 1.129
H: 1.904 1.733 1.105
C: -0.263 1.901 1.184
C: -1.454 -1.041 -0.558
N: 1.139 2.379 0.988

**Relative energy (zero: lowest compared OMol25 entry of this formula, charge and spin)**: 72.51 kcal/mol
**Frontier orbital gap**: 8.78 eV
**SMILES**: CCN(CC)CC[NH3+]
**Highest occupied orbital energy**: -12.473 eV
**Total charge**: +1

---

(8)
DFT (ωB97M-V with the def2-TZVPD basis set) results for the ion C6H17N2 with charge +1 in a non-equilibrium geometry.

Cartesian coordinates (Å):
H: -0.499 -1.414 -2.673
C: 0.290 -1.538 -1.897
H: -2.128 2.640 1.137
C: -0.788 0.951 0.679
H: 1.171 -0.951 -2.134
H: 1.053 1.615 0.731
H: 0.170 0.496 3.291
C: 0.966 0.817 2.603
H: 1.535 -3.136 -1.220
H: -0.038 0.875 -1.446
N: -0.203 -0.980 -0.624
N: 0.621 0.793 1.168
H: -0.988 -1.596 -0.396
H: 1.031 -0.072 0.775
H: -0.059 -3.752 -1.672
C: 0.712 -3.004 -1.909
H: -0.422 3.083 1.234
C: -0.733 0.363 -0.755
H: -1.454 0.384 1.357
H: 1.858 0.245 2.875
H: -1.670 0.439 -1.350
H: 1.190 1.830 2.854
H: -1.314 2.668 -0.353
C: -1.132 2.450 0.701
H: 0.830 -3.202 -2.975

**Relative energy (zero: lowest compared OMol25 entry of this formula, charge and spin)**: 24.35 kcal/mol
**Frontier orbital gap**: 10.71 eV
**SMILES**: CCNC[C@H](C)[NH2+]C
**Highest occupied orbital energy**: -13.479 eV
**Total charge**: +1

---

(9)
DFT (ωB97M-V with the def2-TZVPD basis set) results for the molecule C6H17N2OP in a non-equilibrium geometry.

Cartesian coordinates (Å):
H: -0.544 1.380 1.349
N: -1.621 -1.163 -0.573
C: 1.264 0.997 -1.981
H: -1.775 1.319 -0.681
H: -2.211 -0.484 -1.027
H: -1.991 -2.157 -0.783
C: -1.053 1.534 -1.464
C: 1.722 -0.153 1.500
C: 0.239 -0.618 1.363
H: 2.377 -0.976 1.469
H: 2.071 0.539 0.686
H: -0.933 -2.353 2.358
H: -1.757 0.409 1.421
H: 0.041 -2.716 0.869
C: -0.788 0.434 1.834
H: 0.571 0.561 -3.684
P: 0.098 -0.939 -0.537
H: 0.766 -2.468 2.511
H: 1.887 0.179 -1.799
H: 1.741 0.429 2.376
H: -0.681 2.581 -1.509
C: 0.043 -2.101 1.805
N: 0.122 0.619 -1.227
H: 1.751 1.824 -1.434
H: -1.653 1.376 -2.411
H: -0.765 0.626 2.922
O: 1.079 1.321 -3.351

**Relative energy (zero: lowest compared OMol25 entry of this formula, charge and spin)**: 55.14 kcal/mol
**Frontier orbital gap**: 8.75 eV
**SMILES**: CN(CO)P(N)C(C)(C)C
**Highest occupied orbital energy**: -8.014 eV

---

(10)
DFT (ωB97M-V with the def2-TZVPD basis set) results for a cluster of 2 separate species, C6H17N3 in total.

Cartesian coordinates (Å):
H: 3.090 2.074 1.508
H: -1.864 -0.270 1.329
H: 0.015 -2.631 -0.309
H: -3.954 0.928 0.620
C: 2.013 1.992 1.303
H: 1.529 1.583 2.206
H: 1.798 0.294 -2.061
C: -2.974 1.366 0.453
H: 1.107 -2.467 1.079
H: 1.629 2.999 1.123
H: -2.070 -0.229 -1.583
H: 1.471 -0.342 1.379
H: -2.764 2.054 1.264
H: -3.003 1.930 -0.473
H: -3.001 -1.139 -0.586
H: -0.924 0.751 0.217
C: 1.043 -2.390 -0.003
N: 1.764 1.200 0.136
C: 1.418 -1.025 -0.478
C: -1.898 0.279 0.381
H: 1.698 -3.142 -0.440
H: 2.293 -1.380 -2.397
C: 1.529 -0.746 -1.936
H: 0.586 -0.936 -2.437
N: -2.089 -0.697 -0.681
N: 1.559 -0.056 0.386

**Relative energy (zero: lowest compared OMol25 entry of this formula, charge and spin)**: 54.13 kcal/mol
**Frontier orbital gap (alpha / beta)**: 7.73 / 7.72 eV
**Highest occupied orbital energy (alpha / beta)**: -6.705 / -6.704 eV

---

For reference, electronic energy by record: -17316.3750; -17315.5358; -28151.6855; -31068.5186; -51699.2848; -62202.5180; -9468.8902; -9470.9784; -20813.0048; -10965.8596 eV.